The following is a quantum chemistry calculation of 6 unconnected molecules or ions with the total composition C39H70BBr2ClF2N2O16P2, from OMol25.

## Properties
gap between HOMO and LUMO = 8.9 eV
total charge = 0
LUMO energy = -0.010 hartree
2S+1 = 1
E_tot = -254613.9314 eV
SMILES string = CCN[C@](CC(=O)F)(O[C@@](CCC(=O)O)(B(O)O)P(O)Cl)[C@](F)(CCOCC)O[C@@](OC#N)([PH2]=O)/C(Br)=C(\C)Br.C1CCOC1.C1CCOC1.C1CCOC1.C1CCOC1.C1CCOC1

Positions of all 135 atoms, in Å:
C1 1.50586 -4.85934 -1.14748
C2 1.68029 -3.35618 -1.36205
N1 1.60744 -2.93062 -2.77162
C3 0.50139 -2.16706 -3.32286
C4 0.61190 -2.44078 -4.85151
C5 0.10398 -1.43310 -5.81799
O1 0.14930 -0.25755 -5.79227
F1 -0.43658 -2.05151 -6.89443
O2 0.46819 -0.79951 -2.96354
C6 1.63590 0.02039 -2.82281
C7 2.42316 -0.30999 -1.54627
C8 3.29489 0.80634 -0.95684
C9 4.39395 0.16646 -0.14235
O3 4.23060 -0.80309 0.53966
O4 5.60194 0.81599 -0.17886
B1 2.66919 0.12265 -4.05760
O5 3.85293 -0.54887 -3.94738
O6 2.41217 0.84820 -5.20207
P1 0.90908 1.73906 -2.38209
O7 2.01958 2.65970 -3.15890
Cl1 -0.74181 1.94922 -3.59413
C10 -0.92392 -2.69559 -2.88194
F2 -0.84465 -4.08865 -2.94105
C11 -2.10270 -2.29268 -3.74377
C12 -2.41893 -0.80013 -3.78937
O8 -3.83483 -0.69387 -3.69679
C13 -4.30125 0.61241 -3.98315
C14 -5.63749 0.81346 -3.31007
O9 -1.05360 -2.28866 -1.55989
C15 -2.09441 -2.63165 -0.70761
O10 -3.16391 -1.68679 -0.99537
C16 -4.04990 -1.46728 -0.08041
N2 -4.81178 -1.26233 0.75763
P2 -2.83099 -4.36533 -0.87621
O11 -4.01278 -4.56874 -0.02572
C17 -1.53132 -2.37959 0.69771
Br1 -1.38295 -3.81926 1.90588
C18 -1.10761 -1.15383 1.03064
C19 -1.22473 0.08357 0.18827
Br2 -0.35466 -0.79142 2.70924
H1 1.85154 -5.42167 -2.01072
H2 0.46885 -5.12014 -0.97488
H3 2.05373 -5.15446 -0.25934
H4 1.00269 -2.82444 -0.71298
H5 2.67231 -3.11653 -0.98913
H6 1.73330 -3.75257 -3.34209
H7 1.66453 -2.58122 -5.10213
H8 0.13280 -3.38640 -5.08035
H9 3.07520 -1.14179 -1.73957
H10 1.69863 -0.61098 -0.79382
H11 3.76878 1.43124 -1.70745
H12 2.75068 1.42561 -0.24828
H13 5.97012 0.75112 -1.06824
H14 4.41777 -0.34473 -4.70227
H15 2.94966 1.64067 -5.28186
H16 1.90547 3.57987 -2.89489
H17 -2.00584 -2.69870 -4.74651
H18 -2.99927 -2.75807 -3.34446
H19 -1.97691 -0.29892 -2.93069
H20 -2.09762 -0.33166 -4.71528
H21 -3.59078 1.35328 -3.61102
H22 -4.40262 0.74368 -5.06330
H23 -6.01023 1.80475 -3.55113
H24 -5.52628 0.74168 -2.23272
H25 -6.34486 0.06713 -3.65579
H26 -3.10973 -4.54737 -2.23409
H27 -1.74037 -5.19686 -0.61808
H28 -0.54732 0.84298 0.56230
H29 -0.99264 -0.09112 -0.85316
H30 -2.22608 0.49259 0.30140
C20 -2.74997 0.74566 6.56220
C21 -2.38805 2.09779 7.17593
C22 -1.17153 2.49680 6.35019
O12 -1.36171 1.92552 5.05446
C23 -2.44386 0.98829 5.09155
H31 -3.78259 0.44674 6.73193
H32 -2.09894 -0.03487 6.96204
H33 -3.20111 2.80982 7.01706
H34 -2.17692 2.05410 8.24325
H35 -0.25014 2.08978 6.78082
H36 -1.05726 3.57711 6.25013
H37 -3.30731 1.42493 4.57498
H38 -2.13749 0.09761 4.54662
C24 8.29170 -3.20079 2.09623
C25 7.15567 -2.24171 1.74022
C26 5.94875 -3.16827 1.77610
O13 6.24283 -4.17045 2.75618
C27 7.62009 -4.10520 3.12200
H39 9.17904 -2.70616 2.48869
H40 8.58427 -3.77967 1.21717
H41 7.05949 -1.46789 2.50418
H42 7.27896 -1.75028 0.77753
H43 5.79822 -3.66090 0.80758
H44 5.02998 -2.65726 2.04861
H45 7.69846 -3.68411 4.13073
H46 8.03281 -5.11480 3.13772
C28 2.70462 -0.08916 -8.54168
C29 2.81239 -0.48008 -10.01521
C30 3.93242 -1.51308 -9.98039
O14 3.84378 -2.15595 -8.70648
C31 2.95816 -1.42363 -7.85861
H47 1.74626 0.34634 -8.26592
H48 3.49032 0.62385 -8.28126
H49 1.88137 -0.94296 -10.34848
H50 3.03232 0.35630 -10.67646
H51 4.91504 -1.03639 -10.06720
H52 3.84479 -2.26642 -10.76351
H53 2.02646 -1.99218 -7.75296
H54 3.41425 -1.31355 -6.87432
C32 -2.62617 3.96270 2.46305
C33 -4.07122 4.35700 2.76446
C34 -4.48674 5.02612 1.45970
O15 -3.74913 4.37586 0.42334
C35 -2.72097 3.56636 0.99606
H55 -2.24640 3.16239 3.09509
H56 -1.96864 4.82749 2.57948
H57 -4.67508 3.46368 2.93999
H58 -4.17699 5.01395 3.62651
H59 -4.22875 6.09104 1.46103
H60 -5.55220 4.92962 1.24926
H61 -3.00520 2.51277 0.89064
H62 -1.79273 3.73004 0.44594
C36 -2.78300 4.23387 10.35074
C37 -3.00735 5.03518 11.63248
C38 -4.36235 5.67725 11.35962
O16 -5.07992 4.76184 10.53055
C39 -4.19523 3.75412 10.04160
H63 -2.07408 3.41509 10.46262
H64 -2.42512 4.88981 9.55371
H65 -3.07366 4.36131 12.48905
H66 -2.22790 5.76759 11.83533
H67 -4.25050 6.62583 10.82329
H68 -4.93864 5.86019 12.26677
H69 -4.41626 2.81365 10.55895
H70 -4.37368 3.61105 8.97616

Atomic forces in eV per Å
-0.3623 0.3433 0.0195
0.5034 -0.3329 0.2098
-0.5986 0.3195 0.3027
0.0659 -0.4241 -0.2426
0.2497 -0.1082 0.1840
-0.1658 0.4294 0.0146
-0.1537 -0.0217 0.0624
-0.1593 -0.2699 -0.2993
0.0389 -0.2802 0.0698
0.3101 0.7858 -0.1718
-0.4078 0.0090 0.2643
0.4889 -0.5479 -0.1172
-0.1738 -0.2928 0.1784
0.1049 0.3256 -0.0051
0.2284 -0.3075 0.1565
-0.3784 -0.0543 -0.4832
0.1997 0.2007 0.2840
0.1629 0.1098 0.2400
-0.4228 -0.4699 0.1319
0.2202 0.1639 -0.1130
0.2511 0.1351 -0.1350
0.0183 0.5878 -0.3311
0.0302 0.0181 0.1264
-0.2137 0.2334 -0.1879
-0.7304 -0.2710 0.3251
0.0819 -0.1708 -0.0909
-0.1344 0.0477 0.1678
0.2321 0.0261 -0.0989
0.1376 -0.4144 0.1324
0.4879 -0.2145 0.4771
-0.2833 0.0040 -0.3724
0.0915 -0.2834 0.2629
-0.0709 0.2297 -0.0648
-0.4299 -0.3160 0.1415
-0.1503 0.1817 0.1743
0.0632 0.4047 0.1031
-0.0165 -0.0359 -0.1813
-0.1756 -0.1798 -0.2277
0.1119 0.1377 0.2595
0.1769 -0.1091 0.1452
0.2094 -0.1765 -0.0188
-0.2347 -0.1119 -0.1035
0.1788 -0.1705 0.0361
-0.2658 0.3054 -0.0931
0.2359 0.2273 -0.0866
0.1579 -0.0034 -0.1453
0.1834 0.1377 0.0044
-0.0352 -0.1854 0.0764
0.0616 -0.4284 -0.1135
-0.0305 -0.1275 0.1806
-0.1442 0.2230 -0.1142
-0.1185 0.3016 -0.0844
-0.0723 0.3021 -0.0747
0.0243 -0.1804 -0.0514
-0.0054 0.0679 -0.1514
0.1159 0.0648 0.0258
0.1605 -0.1295 -0.1001
-0.0522 -0.1059 0.1482
0.1310 0.1283 -0.1239
0.3074 0.0927 -0.0209
0.1114 0.0742 0.0078
0.1275 0.0147 -0.1628
-0.1522 0.1104 -0.0243
-0.0700 -0.0695 0.1609
-0.1685 -0.0863 0.0199
0.2041 0.1754 -0.1032
0.2381 0.0133 -0.1892
0.1389 0.0533 0.0121
-0.1429 -0.1158 -0.2105
-0.1703 0.0227 -0.1491
0.1064 -0.0118 0.0242
-0.0647 0.0088 -0.0643
0.0419 -0.0751 0.0241
0.0001 0.0070 0.0350
-0.0766 0.0923 -0.0753
-0.0200 0.0215 -0.0016
0.0014 -0.0035 -0.0078
0.0043 0.0065 -0.0042
0.0133 -0.0148 0.0078
-0.0048 0.0257 0.0351
0.0011 0.0057 -0.0373
-0.0168 -0.0197 0.0211
-0.1097 -0.0168 0.1006
-0.0320 -0.0043 -0.0622
0.0421 -0.0273 0.0770
0.0380 -0.1045 -0.0210
0.0164 -0.0107 -0.0126
-0.0355 0.0685 0.0227
-0.0006 0.0153 0.0135
0.0030 -0.0053 0.0026
-0.0109 0.0118 -0.0038
-0.0078 0.0062 -0.0190
-0.0041 0.0538 -0.0102
-0.0390 -0.0168 0.0316
0.0431 -0.0018 -0.0021
-0.0248 -0.0206 0.0040
0.0210 0.0405 -0.0624
-0.0318 -0.0426 0.0322
0.0222 0.0732 0.0112
-0.0015 0.0253 0.0500
-0.0720 -0.0606 -0.0620
-0.0140 -0.0124 0.0173
0.0084 0.0002 0.0026
-0.0018 -0.0011 -0.0012
0.0137 0.0146 0.0054
-0.0135 0.0105 -0.0275
0.0064 -0.0314 0.0209
0.0047 0.0261 0.0135
0.0390 -0.0414 0.0476
0.0049 0.0304 -0.0045
-0.0061 -0.0734 -0.0345
0.0496 0.0314 0.0240
0.0224 0.0096 -0.0142
-0.0829 -0.0470 0.0294
0.0257 -0.0040 0.0316
0.0010 0.0071 -0.0114
-0.0057 0.0015 -0.0075
0.0156 0.0194 0.0036
-0.0198 0.0045 0.0305
-0.0026 -0.0118 -0.0335
0.0119 0.0195 0.0310
-0.0018 0.0062 -0.0414
-0.0207 0.0930 -0.0246
-0.0200 -0.0610 0.0096
0.0354 0.0167 -0.0642
0.0278 0.0273 0.0015
-0.0337 -0.0691 0.0897
0.0030 -0.0094 0.0298
0.0085 -0.0034 -0.0017
-0.0040 0.0003 0.0040
0.0102 0.0127 -0.0179
0.0216 0.0124 0.0282
-0.0323 -0.0096 -0.0049
0.0432 -0.0261 -0.0325
-0.0474 0.0195 -0.0078

These are the Mulliken partial charges, in e, on atoms 1 to 8:
1. C -1.356
2. C 0.096
3. N -0.101
4. C 0.313
5. C -1.759
6. C 0.350
7. O -0.401
8. F -0.410